Here is C50H63GeN4O2Re as an isolated structure from the Open Molecules 2025 dataset. Energies are from ωB97M-V/def2-TZVPD.

```
121
Properties=species:S:1:pos:R:3:lowdin_spin:R:1
Re 0.84 -0.83 -1.06 1.465
C 0.07 2.66 5.14 0.000
C 1.48 2.10 5.02 0.001
C 1.70 1.08 6.14 0.002
C 2.48 3.26 5.18 0.002
C 1.71 1.43 3.67 0.022
C 0.72 1.30 2.73 0.039
C 1.01 0.67 1.50 0.039
N 0.12 0.39 0.50 0.285
C -1.16 0.84 0.39 0.046
C -1.74 1.94 1.03 0.044
C -3.08 2.20 0.85 0.032
C -3.82 1.31 0.07 0.094
C -3.29 0.23 -0.64 0.006
C -1.90 0.06 -0.55 0.093
O -1.18 -0.77 -1.30 0.146
C -4.27 -0.62 -1.46 -0.003
C -3.67 -1.92 -1.98 0.001
C -4.79 0.19 -2.66 -0.001
C -5.45 -1.00 -0.56 -0.001
C -3.70 3.43 1.52 0.001
C -2.97 4.69 1.03 0.000
C -5.19 3.57 1.19 0.001
C -3.55 3.30 3.04 0.001
C 2.29 0.14 1.25 0.099
O 2.45 -0.49 0.08 0.145
C 3.31 0.21 2.22 0.003
C 2.98 0.88 3.39 0.090
C 4.65 -0.50 2.05 -0.003
C 5.39 0.00 0.80 0.000
C 5.57 -0.28 3.25 0.000
C 4.40 -2.01 1.92 -0.001
H -0.04 3.16 6.11 0.000
H -0.69 1.88 5.09 0.000
H -0.14 3.41 4.37 0.000
H 1.55 1.55 7.11 0.000
H 2.71 0.67 6.13 0.000
H 1.00 0.25 6.05 0.000
H 2.32 3.75 6.14 0.000
H 2.34 4.00 4.39 0.000
H 3.51 2.91 5.15 0.000
H -0.28 1.62 2.94 0.002
H -1.12 2.60 1.63 0.002
H -4.88 1.49 -0.03 0.004
H -2.86 -1.75 -2.69 0.000
H -4.45 -2.49 -2.48 0.000
H -3.28 -2.53 -1.16 0.000
H -3.99 0.42 -3.36 0.000
H -5.25 1.13 -2.34 0.000
H -5.55 -0.39 -3.19 0.000
H -5.10 -1.52 0.34 0.000
H -6.12 -1.67 -1.10 0.000
H -6.03 -0.14 -0.24 0.000
H -3.10 4.81 -0.04 0.000
H -1.91 4.65 1.25 0.000
H -3.39 5.57 1.53 0.000
H -5.35 3.66 0.11 0.000
H -5.57 4.48 1.65 0.000
H -5.78 2.74 1.57 0.000
H -2.50 3.27 3.34 0.000
H -4.04 2.39 3.41 0.000
H -4.02 4.16 3.54 0.000
H 3.74 0.96 4.15 0.004
H 5.43 1.09 0.79 0.000
H 4.91 -0.35 -0.10 0.000
H 6.41 -0.38 0.80 0.000
H 5.81 0.78 3.39 0.000
H 6.50 -0.81 3.09 0.000
H 5.13 -0.66 4.18 0.000
H 3.77 -2.24 1.06 0.000
H 3.91 -2.39 2.82 0.000
H 5.35 -2.54 1.81 0.000
C 4.54 -0.46 -3.46 -0.005
C 3.57 -0.36 -2.46 0.037
N 2.47 -1.10 -2.45 -0.017
C 2.29 -2.02 -3.44 -0.004
C 3.21 -2.17 -4.49 -0.004
C 4.35 -1.35 -4.48 0.036
C 2.96 -3.17 -5.47 0.033
C 1.86 -3.97 -5.32 -0.006
C 0.96 -3.82 -4.25 0.042
C 1.15 -2.84 -3.30 -0.008
N 0.43 -2.53 -2.16 0.056
C -0.44 -3.45 -1.57 -0.006
C -1.29 -4.34 -2.20 0.024
C -2.04 -5.27 -1.46 -0.003
C -1.97 -5.33 -0.09 0.020
C -1.16 -4.40 0.59 -0.001
C -1.03 -4.35 2.00 0.015
C -0.23 -3.41 2.58 -0.002
C 0.42 -2.48 1.77 0.020
N 0.32 -2.48 0.45 0.026
C -0.43 -3.45 -0.15 0.003
H 5.41 0.17 -3.40 -0.001
H 3.67 0.34 -1.65 0.002
H 5.08 -1.44 -5.28 0.002
H 3.64 -3.29 -6.29 0.001
H 1.66 -4.74 -6.05 -0.001
H 0.14 -4.51 -4.19 0.003
H -1.44 -4.29 -3.26 0.001
H -2.69 -5.95 -1.99 -0.001
H -2.54 -6.06 0.47 0.001
H -1.57 -5.07 2.60 0.001
H -0.10 -3.36 3.65 -0.001
H 1.03 -1.70 2.21 0.002
C 0.93 2.80 -4.58 0.005
Ge -0.17 1.58 -3.51 0.016
C -1.78 2.56 -3.01 0.005
C -0.57 -0.04 -4.54 0.001
C 0.97 1.13 -1.95 0.031
H 0.38 3.14 -5.46 0.001
H 1.85 2.33 -4.91 0.000
H 1.19 3.68 -3.98 0.000
H -2.14 3.10 -3.88 0.001
H -1.54 3.29 -2.23 0.000
H -2.57 1.92 -2.65 0.000
H -1.16 0.21 -5.43 0.000
H -1.14 -0.74 -3.93 0.000
H 0.35 -0.52 -4.87 0.000
H 0.82 1.90 -1.19 0.002
H 1.98 1.28 -2.33 0.007
```

Results
HOMO (alpha / beta)	-0.35712 / -0.37888	Eh
spin multiplicity	4
charge	+1
frontier orbital gap (alpha / beta)	6.81 / 5.70	eV
E_tot	-4467.6975	a.u.
maximum force	0.3	eV Å⁻¹
⟨S²⟩	3.80